(1)
{
  "formula": "C5H11N3",
  "method": "ωB97M-V with the def2-TZVPD basis set",
  "elements": ["N", "N", "N", "C", "C", "C", "C", "C", "H", "H", "H", "H", "H", "H", "H", "H", "H", "H", "H"],
  "coordinates": [[-2.573, -1.604, 0.653], [-0.469, 2.610, 0.056], [-1.542, 0.494, 0.347], [3.099, -0.196, -1.310], [-0.516, 1.295, -0.150], [2.274, -0.537, -0.366], [1.521, -1.080, 0.606], [-1.675, -0.855, 0.140], [0.219, 3.080, -0.497], [1.582, -2.201, 0.630], [0.404, 0.836, -0.724], [-2.451, 0.860, 0.597], [-0.939, 3.200, 0.661], [4.184, -0.205, -1.230], [-0.770, -1.422, -0.126], [-3.399, -1.218, 1.221], [0.888, -0.441, 1.166], [-2.586, -2.609, 0.614], [2.749, -0.006, -2.288]],
  "forces_ev_per_angstrom": [[-2.983, 2.033, 1.475], [1.294, -4.228, -2.088], [-0.493, -0.276, -1.011], [0.275, -0.371, 0.548], [0.442, 1.234, 0.014], [-0.450, -0.764, 1.263], [1.612, -0.618, -2.844], [3.046, -1.244, 1.147], [0.770, 0.365, -0.167], [-0.542, 1.185, 0.468], [-1.997, 0.488, 0.977], [0.147, 1.245, 0.409], [-1.942, 1.035, 1.627], [-0.130, 0.396, 0.519], [-0.227, 0.581, -0.953], [1.366, -0.629, -1.163], [-0.137, 0.055, 1.242], [0.432, -0.520, -0.399], [-0.482, 0.032, -1.065]],
  "homo_energy_ha": -0.60902,
  "orbital_gap_ha": 0.2457,
  "total_energy_ha": -360.62938,
  "total_charge": 2
}

***

(2)
{
  "formula": "C5H11N3O",
  "method": "ωB97M-V with the def2-TZVPD basis set",
  "elements": ["O", "N", "N", "N", "C", "C", "C", "C", "C", "H", "H", "H", "H", "H", "H", "H", "H", "H", "H", "H"],
  "coordinates": [[-0.739, -1.782, 1.792], [1.067, 1.217, 1.664], [0.856, 2.298, -0.902], [1.527, -1.820, 1.992], [0.417, 1.076, -1.367], [-1.430, -0.896, -1.206], [-1.095, 0.393, -0.469], [0.331, -1.218, 1.772], [0.485, 0.227, 1.426], [2.364, -1.264, 2.080], [-2.462, -1.195, -1.019], [1.528, -2.786, 2.272], [1.106, 2.257, 0.105], [-1.314, -0.792, -2.286], [-1.538, 0.334, 0.527], [1.144, 0.282, -1.212], [-0.776, -1.706, -0.883], [0.047, 1.108, -2.389], [0.198, 3.048, -1.069], [-1.715, 1.218, -0.826]],
  "forces_ev_per_angstrom": [[0.373, 0.283, 0.192], [-1.281, -1.573, -0.354], [0.638, 1.051, 0.782], [0.039, 0.456, 0.012], [-1.977, -1.901, 2.274], [-0.113, 0.199, 0.021], [0.178, 0.998, -2.922], [-0.845, -0.775, -0.675], [2.277, 1.540, 1.570], [-0.105, -0.130, -0.016], [0.016, -0.162, 0.033], [-0.050, 0.049, 0.028], [-0.162, 0.268, -1.071], [0.045, 0.037, -0.035], [1.232, -0.069, 0.624], [0.162, 0.060, -0.275], [-0.034, -0.125, 0.022], [-0.108, -0.128, 0.149], [0.043, -0.055, 0.053], [-0.330, -0.022, -0.412]],
  "homo_energy_ha": -0.30783,
  "orbital_gap_ha": 0.3225,
  "total_energy_ha": -436.53590,
  "smiles": "N#CC(N)=O.CCCN",
  "total_charge": 0
}

***

(3)
{
  "formula": "C5H11N3O",
  "method": "ωB97M-V with the def2-TZVPD basis set",
  "elements": ["O", "N", "N", "N", "C", "C", "C", "C", "C", "H", "H", "H", "H", "H", "H", "H", "H", "H", "H", "H"],
  "coordinates": [[1.432, -0.898, 1.743], [0.980, 1.343, 1.504], [0.855, -0.167, -0.806], [-0.832, -0.003, -0.512], [0.781, -0.013, 1.174], [-0.769, -0.265, 0.819], [-1.677, -0.772, -1.408], [-1.581, -0.822, 1.717], [1.667, 0.839, -1.462], [-1.207, -1.022, 2.715], [-1.670, -1.843, -1.183], [0.281, 2.002, 1.187], [1.999, 0.484, -2.441], [1.463, 1.483, 2.380], [2.566, 1.067, -0.881], [1.125, 1.781, -1.561], [-2.701, -0.397, -1.289], [1.270, -1.094, -0.718], [-1.385, -0.596, -2.446], [-2.597, -1.106, 1.469]],
  "forces_ev_per_angstrom": [[-0.036, 0.732, -1.015], [0.524, -0.417, -0.880], [-2.388, 0.727, 1.183], [3.593, 0.245, -2.584], [-2.427, -0.075, 2.751], [2.503, -1.179, 1.869], [-0.081, 0.036, -0.031], [-0.285, 0.208, -0.806], [-0.468, -0.164, -0.660], [-0.053, 0.193, -0.148], [0.077, 0.020, 0.002], [0.189, -0.123, 0.447], [-0.105, 0.266, -0.139], [-0.069, 0.152, -0.280], [-0.187, -0.238, 0.336], [-0.110, -0.198, -0.057], [0.163, -0.050, 0.061], [-0.820, -0.089, -0.356], [0.009, -0.005, 0.229], [-0.026, -0.040, 0.077]],
  "homo_energy_ha": -0.31303,
  "orbital_gap_ha": 0.3417,
  "total_energy_ha": -436.48786,
  "smiles": "C=C(C(N)=O)N(C)NC",
  "total_charge": 0
}

***

(4)
{
  "formula": "C5H11N3O",
  "method": "ωB97M-V with the def2-TZVPD basis set",
  "elements": ["O", "N", "N", "N", "C", "C", "C", "C", "C", "H", "H", "H", "H", "H", "H", "H", "H", "H", "H", "H"],
  "coordinates": [[-1.898, -0.487, -0.345], [1.568, -0.356, -0.674], [2.535, 0.344, -0.921], [0.312, -0.011, -0.934], [-0.200, -0.321, 2.342], [-0.050, 0.973, 2.129], [-0.072, 1.257, -1.535], [-0.419, -2.283, -0.711], [-0.668, -0.981, -0.650], [0.908, 1.395, 1.878], [0.254, 2.094, -0.903], [0.635, -1.002, 2.249], [0.542, -2.646, -1.017], [2.361, 1.251, -1.390], [-1.159, 1.281, -1.633], [-0.872, 1.672, 2.187], [0.373, 1.352, -2.530], [-1.808, 0.211, 0.310], [-1.162, -0.752, 2.597], [-1.182, -2.992, -0.448]],
  "forces_ev_per_angstrom": [[-0.210, -0.099, -0.320], [-0.580, -1.304, 0.655], [1.376, 1.021, -0.411], [-0.735, 0.901, -0.255], [-0.057, -0.187, 0.096], [-0.125, 0.159, -0.022], [0.236, 0.042, 0.077], [-0.258, 0.134, 0.011], [0.316, -0.733, -0.057], [0.274, 0.059, -0.092], [-0.045, -0.083, -0.168], [0.003, -0.038, 0.026], [0.161, 0.006, -0.161], [-0.539, -0.112, 0.032], [0.299, -0.028, 0.000], [-0.156, 0.059, 0.134], [-0.001, 0.097, 0.029], [0.155, 0.135, 0.238], [0.042, 0.005, 0.011], [-0.155, -0.034, 0.176]],
  "homo_energy_ha": -0.31464,
  "orbital_gap_ha": 0.3395,
  "total_energy_ha": -436.49337,
  "smiles": "[H]/N=N\\N(C)C(=C)O.C=C",
  "total_charge": 0
}

***

(5)
{
  "formula": "C5H11N3O",
  "method": "ωB97M-V with the def2-TZVPD basis set",
  "elements": ["O", "N", "N", "N", "C", "C", "C", "C", "C", "H", "H", "H", "H", "H", "H", "H", "H", "H", "H", "H"],
  "coordinates": [[-1.081, 0.795, 1.166], [0.645, -1.738, -0.615], [-2.079, 0.219, -1.392], [-1.955, -0.763, -0.379], [1.129, 1.252, -1.286], [1.494, -0.602, 1.414], [0.505, -0.904, 0.324], [0.858, 2.213, -0.606], [-1.013, -0.495, 0.686], [2.480, -0.416, 0.991], [-2.576, 1.016, -1.005], [-0.717, 1.405, 0.473], [1.293, 0.553, -2.057], [-1.165, 0.518, -1.746], [1.569, -1.463, 2.079], [1.168, 0.262, 1.989], [-1.720, -1.648, -0.817], [-1.259, -1.167, 1.516], [0.850, 3.113, -0.058], [1.574, -2.150, -0.678]],
  "forces_ev_per_angstrom": [[0.028, 1.292, -0.400], [-0.092, 0.037, -0.398], [0.436, 0.005, -0.103], [-0.429, -0.177, 0.153], [-0.398, 1.706, 0.259], [0.205, 0.255, -0.318], [-1.633, -0.900, 1.141], [0.978, -0.877, -0.895], [1.626, -0.545, -0.920], [0.075, 0.039, 0.055], [0.127, -0.163, -0.110], [-0.499, -0.896, 0.819], [0.083, -0.588, -0.078], [-0.404, 0.045, 0.177], [-0.065, -0.039, 0.033], [0.104, 0.005, 0.037], [-0.058, 0.201, 0.041], [0.010, 0.076, -0.008], [-0.265, 0.309, 0.409], [0.171, 0.215, 0.105]],
  "homo_energy_ha": -0.31634,
  "orbital_gap_ha": 0.3476,
  "total_energy_ha": -436.47806,
  "smiles": "[H]/N=C(\\C)[C@@H](O)NN.C#C",
  "total_charge": 0
}

***

(6)
{
  "formula": "C5H11N3O",
  "method": "ωB97M-V with the def2-TZVPD basis set",
  "elements": ["O", "N", "N", "N", "C", "C", "C", "C", "C", "H", "H", "H", "H", "H", "H", "H", "H", "H", "H", "H"],
  "coordinates": [[-0.406, 2.068, -0.687], [-0.250, 0.762, -2.626], [-0.115, -0.188, -0.086], [-0.096, 1.959, 0.612], [0.958, -1.086, -0.400], [-0.236, 1.042, -1.369], [0.114, 0.749, 0.941], [0.674, 0.450, 2.306], [-1.328, -0.858, 0.227], [-2.177, -0.651, -0.315], [0.899, -1.887, 0.306], [1.734, 0.604, 2.109], [0.242, 1.203, 2.931], [0.494, -0.540, 2.513], [1.839, -0.572, -0.226], [0.826, -1.645, -1.352], [-1.230, -1.886, 0.061], [-0.550, 1.521, -3.316], [0.146, -0.077, -2.899], [-1.539, -0.967, 1.268]],
  "forces_ev_per_angstrom": [[-0.792, 1.359, -3.736], [-1.355, 3.748, 1.111], [0.336, 2.783, -3.461], [0.580, -0.184, 3.669], [-0.102, -2.299, -0.342], [-0.684, -3.233, 1.517], [0.677, 1.995, 1.312], [0.209, 1.640, -2.710], [-1.288, -2.365, 0.817], [-1.864, 1.486, -1.170], [0.159, -0.510, 0.747], [0.316, 0.044, 0.742], [0.062, 0.108, 0.882], [-0.462, -2.198, 1.214], [2.134, 0.729, -0.422], [0.130, 0.928, 0.232], [0.659, -1.732, -0.999], [0.695, -1.256, 0.789], [0.670, -2.231, -1.229], [-0.078, 1.188, 1.037]],
  "homo_energy_ha": -0.74903,
  "orbital_gap_ha": 0.3789,
  "total_energy_ha": -435.77377,
  "smiles": "CC1=NOC(=[NH2+])[N+]1(C)C",
  "total_charge": 2
}